C39H41BrHgN9O5S2 as an isolated structure, computed with ωB97M-V/def2-TZVPD.

Element x y z (Å)
Hg (-0.1168, -0.0390, 1.1324)
C (4.5843, -2.1432, -4.7342)
C (4.0622, -2.2007, -3.3217)
C (4.0807, -3.3835, -2.5944)
C (3.6520, -3.4152, -1.2744)
C (3.1810, -2.2603, -0.6851)
C (3.1419, -1.0730, -1.3964)
C (3.5824, -1.0449, -2.7063)
S (2.8407, -2.2280, 1.0694)
O (3.6084, -1.0622, 1.5053)
O (3.3280, -3.4909, 1.5896)
N (1.3089, -1.9308, 1.3956)
C (0.3121, -2.8855, 1.3428)
C (0.4813, -4.2860, 1.3430)
C (-0.6315, -5.0916, 1.3429)
C (-1.9076, -4.5314, 1.3592)
C (-1.9899, -3.1552, 1.3498)
N (-0.9279, -2.3587, 1.3437)
H (4.8534, -3.1365, -5.0934)
H (5.4746, -1.5111, -4.7827)
H (3.8440, -1.7154, -5.4130)
H (4.4381, -4.2949, -3.0614)
H (3.6924, -4.3216, -0.6858)
H (2.7469, -0.1936, -0.9125)
H (3.5606, -0.1123, -3.2610)
H (1.4780, -4.6940, 1.3342)
H (-0.5165, -6.1700, 1.3368)
H (-2.7960, -5.1477, 1.3527)
H (-2.9533, -2.6524, 1.3550)
N (1.7232, 0.7682, 2.8231)
C (2.2021, 1.9293, 3.5697)
C (1.0792, 2.9007, 3.9516)
C (0.4299, 3.6374, 2.7721)
N (-0.5914, 2.8259, 2.1268)
H (1.1510, 0.1963, 3.4392)
H (2.4974, 0.1847, 2.5158)
H (2.9393, 2.4681, 2.9648)
H (2.7138, 1.6200, 4.4943)
H (1.4948, 3.6423, 4.6404)
H (0.3014, 2.3407, 4.4807)
H (1.1908, 3.8763, 2.0207)
H (0.0257, 4.5935, 3.1431)
H (-1.0263, 3.3203, 1.3578)
H (-1.3138, 2.5532, 2.7851)
Br (-7.2327, -3.9865, -2.2481)
C (-7.2656, -2.5430, -0.9887)
C (-6.4274, -2.5730, 0.1170)
C (-6.4442, -1.5280, 1.0182)
C (-7.3270, -0.4215, 0.8557)
C (-8.1477, -0.4296, -0.3044)
C (-8.1175, -1.4667, -1.2107)
N (-7.5518, 0.5402, 1.7785)
N (-6.7503, 0.8199, 2.7826)
C (-5.3925, 0.7363, 2.7592)
C (-4.7525, 0.6836, 4.0133)
C (-3.3944, 0.4813, 4.1585)
C (-2.5148, 0.3312, 3.0633)
O (-1.2554, 0.0780, 3.2191)
C (-3.1121, 0.5547, 1.7627)
N (-2.2788, 0.5953, 0.6863)
C (-2.7438, 0.8777, -0.5120)
C (-4.0828, 1.2024, -0.7304)
C (-4.9600, 1.1617, 0.3334)
C (-4.5173, 0.7846, 1.6088)
H (-5.7567, -3.4103, 0.2662)
H (-5.7957, -1.5554, 1.8843)
H (-8.8025, 0.4187, -0.4653)
H (-8.7488, -1.4488, -2.0905)
H (-5.3939, 0.7429, 4.8852)
H (-2.9641, 0.4039, 5.1515)
H (-2.0233, 0.8576, -1.3229)
H (-4.4267, 1.4770, -1.7187)
H (-5.9939, 1.4454, 0.1966)
N (3.3367, 2.1124, 0.1331)
C (2.5936, 2.4597, -0.9556)
S (0.9534, 2.6332, -0.8906)
N (3.2548, 2.6508, -2.1509)
C (4.4961, 3.2222, -2.4181)
C (4.8526, 3.4114, -3.7593)
C (6.0449, 4.0221, -4.0950)
C (6.9205, 4.4569, -3.1081)
C (6.5779, 4.2593, -1.7779)
C (5.3865, 3.6486, -1.4269)
H (2.7534, 1.7453, 0.8793)
H (4.1451, 1.5298, -0.0515)
H (2.6022, 2.6780, -2.9185)
H (4.1684, 3.0856, -4.5349)
H (6.2925, 4.1713, -5.1387)
H (7.8483, 4.9461, -3.3732)
H (7.2458, 4.6000, -0.9964)
H (5.1203, 3.5288, -0.3874)
C (-0.4659, -1.4333, -3.3720)
C (0.0641, -1.5561, -1.9297)
O (0.4865, -2.6635, -1.5771)
O (0.0163, -0.4722, -1.2642)
H (-0.5783, -2.4259, -3.8050)
H (0.2500, -0.8610, -3.9670)
H (-1.4206, -0.9060, -3.3788)

Summary:
2S+1: 2
Total charge: -2
Frontier orbital gap (spin up / spin down): 3.53 / 4.61 eV
Expectation value of S²: 0.83
HOMO level (spin up / spin down): -0.088 / -1.170 eV

***

C39H41FeP2Si as an isolated structure in a non-equilibrium geometry, computed with ωB97M-V/def2-TZVPD.

Element x y z (Å)
C (0.8296, -0.9095, -2.5920)
C (-0.2025, -1.3256, -1.7381)
C (-1.4942, -1.4782, -2.2609)
C (-1.7423, -1.2370, -3.6103)
C (-0.7056, -0.8416, -4.4559)
C (0.5806, -0.6745, -3.9423)
P (0.1052, -1.5871, 0.0488)
C (-1.1741, -2.8345, 0.4700)
C (-2.2635, -2.4473, 1.2581)
C (-3.2783, -3.3586, 1.5495)
C (-3.2061, -4.6638, 1.0631)
C (-2.1150, -5.0582, 0.2854)
C (-1.1031, -4.1481, -0.0122)
Fe (0.0887, 0.0387, 1.4501)
P (0.1012, 1.6082, -0.0523)
C (-1.2369, 1.7449, -1.2910)
C (-1.0667, 2.1259, -2.6246)
C (-2.1700, 2.2144, -3.4749)
C (-3.4488, 1.9273, -3.0013)
C (-3.6248, 1.5292, -1.6736)
C (-2.5251, 1.4295, -0.8272)
C (-0.1539, 3.0847, 1.0042)
C (0.6959, 3.2033, 2.1185)
C (0.5321, 4.2509, 3.0212)
C (-0.4766, 5.1946, 2.8187)
C (-1.3197, 5.0863, 1.7115)
C (-1.1643, 4.0350, 0.8082)
C (1.6665, 2.0265, -0.9074)
C (2.7481, 1.1482, -0.7672)
C (3.9813, 1.4478, -1.3452)
C (4.1456, 2.6355, -2.0584)
C (3.0805, 3.5321, -2.1765)
C (1.8484, 3.2340, -1.5975)
C (1.6779, -2.5362, 0.0597)
C (2.0975, -3.3227, -1.0244)
C (3.2874, -4.0462, -0.9503)
C (4.0671, -3.9963, 0.2059)
C (3.6510, -3.2227, 1.2905)
C (2.4652, -2.4935, 1.2195)
H (1.4860, 2.4693, 2.2698)
H (1.1893, 4.3289, 3.8826)
H (-0.6054, 6.0122, 3.5221)
H (-2.1036, 5.8215, 1.5511)
H (-1.8280, 3.9505, -0.0466)
H (-0.0739, 2.3355, -3.0072)
H (-2.0256, 2.5019, -4.5127)
H (-4.3050, 1.9998, -3.6661)
H (-4.6169, 1.2879, -1.3025)
H (-2.6435, 1.0955, 0.2016)
H (2.6096, 0.2407, -0.1833)
H (4.8134, 0.7586, -1.2306)
H (5.1061, 2.8724, -2.5075)
H (3.2150, 4.4684, -2.7111)
H (1.0327, 3.9487, -1.6645)
H (1.5010, -3.3634, -1.9305)
H (3.6045, -4.6480, -1.7977)
H (4.9955, -4.5584, 0.2602)
H (4.2509, -3.1835, 2.1953)
H (2.1323, -1.8903, 2.0611)
H (-2.2884, -1.4347, 1.6526)
H (-4.1170, -3.0512, 2.1677)
H (-3.9916, -5.3770, 1.2975)
H (-2.0488, -6.0779, -0.0841)
H (-0.2540, -4.4633, -0.6108)
H (-2.3033, -1.7931, -1.6098)
H (-2.7491, -1.3552, -4.0002)
H (-0.9010, -0.6578, -5.5086)
H (1.3935, -0.3604, -4.5911)
H (1.8341, -0.7832, -2.2047)
H (0.0345, 0.1698, -7.5849)
H (0.7763, 0.1680, -7.5349)
C (0.6455, -1.5418, 4.5083)
Si (-0.3824, -0.1388, 3.8302)
C (-2.1718, -0.4756, 4.2518)
C (0.0949, 1.3984, 4.7677)
H (0.3729, -2.4843, 3.9903)
H (0.4560, -1.6480, 5.5957)
H (1.7213, -1.3247, 4.3475)
H (-2.2810, -0.4948, 5.3549)
H (-2.8112, 0.3280, 3.8347)
H (-2.4908, -1.4601, 3.8635)
H (-0.0648, 1.2275, 5.8518)
H (1.1642, 1.6323, 4.5909)
H (-0.5514, 2.2362, 4.4432)

Summary:
2S+1: 6
Total charge: +2
Frontier orbital gap (spin up / spin down): 7.46 / 5.46 eV
Expectation value of S²: 8.77
HOMO level (spin up / spin down): -13.898 / -14.271 eV

***

C39H41IN2O4S2SbSn as an isolated structure in a non-equilibrium geometry, computed with ωB97M-V/def2-TZVPD.

Element x y z (Å)
Sn (-0.2666, -0.0957, -1.1976)
C (-2.0601, -3.7126, 1.0071)
O (-0.8571, -3.0609, 0.8301)
C (0.2993, -3.6599, 1.4161)
C (1.3197, -3.9311, 0.3340)
O (1.9058, -2.7062, -0.0458)
C (2.8997, -2.8801, -1.0461)
H (-2.2663, -3.9010, 2.0675)
H (-2.1044, -4.6436, 0.4368)
H (-4.0249, -3.2491, 0.7620)
H (0.0412, -4.5819, 1.9410)
H (0.7068, -2.9378, 2.1306)
H (0.8283, -4.4018, -0.5277)
H (2.0870, -4.6155, 0.7189)
H (3.6544, -3.6020, -0.7179)
H (3.3794, -1.9162, -1.1971)
H (2.4597, -3.2270, -1.9863)
O (-0.3880, -3.4634, -3.7631)
C (-1.6895, -3.6747, -4.0672)
C (-1.9735, -4.3476, -5.2525)
C (-3.2785, -4.6289, -5.6023)
C (-4.3278, -4.2578, -4.7677)
C (-4.0578, -3.6011, -3.5851)
C (-2.7459, -3.2864, -3.2281)
C (-2.4507, -2.6327, -1.9235)
O (-1.4367, -1.8296, -1.9181)
N (-3.2558, -3.0759, -0.9856)
N (-3.1428, -2.8334, 0.4530)
C (-3.1792, -1.4212, 0.9189)
S (-2.0985, -0.9227, 2.2092)
C (-3.1617, 0.4395, 2.7618)
C (-4.5881, -0.0531, 2.7311)
S (-4.8456, -0.8855, 1.1302)
H (-0.3556, -2.8307, -3.0291)
H (-1.1405, -4.6317, -5.8817)
H (-3.4838, -5.1353, -6.5359)
H (-5.3491, -4.4858, -5.0395)
H (-4.8580, -3.3129, -2.9180)
H (-3.0061, 1.2811, 2.0898)
H (-2.8337, 0.6971, 3.7695)
H (-5.3092, 0.7592, 2.7982)
H (-4.7751, -0.7805, 3.5207)
I (0.3284, -0.6540, -4.7937)
C (1.1212, 0.1919, -3.0281)
H (1.1003, 1.2732, -3.1463)
H (2.1338, -0.1636, -2.8738)
C (-3.7472, 3.4384, -1.9384)
C (-4.0237, 2.1542, -2.3853)
C (-3.0647, 1.1546, -2.2810)
C (-1.8255, 1.4326, -1.7198)
C (-1.5309, 2.7409, -1.3342)
C (-2.4842, 3.7447, -1.4506)
H (-4.5128, 4.2026, -1.9738)
H (-4.9926, 1.9256, -2.8108)
H (-3.2940, 0.1571, -2.6391)
H (-0.5403, 2.9871, -0.9582)
H (-2.2476, 4.7582, -1.1503)
C (-0.2726, 3.8241, 4.5146)
C (-0.4388, 4.2156, 3.1926)
C (0.2056, 3.5237, 2.1770)
C (1.0269, 2.4394, 2.4747)
C (1.1932, 2.0551, 3.8011)
C (0.5480, 2.7471, 4.8181)
Sb (2.0162, 1.3866, 0.8826)
C (2.8668, 3.1471, 0.0054)
C (3.2520, 4.2325, 0.7871)
C (3.8142, 5.3525, 0.1923)
C (3.9688, 5.4066, -1.1860)
C (3.5641, 4.3383, -1.9719)
C (3.0223, 3.2082, -1.3752)
C (3.6788, 0.6480, 2.0305)
C (4.5605, 1.4995, 2.6854)
C (5.5894, 0.9754, 3.4544)
C (5.7494, -0.3995, 3.5622)
C (4.8807, -1.2511, 2.8975)
C (3.8433, -0.7293, 2.1357)
H (-0.7737, 4.3640, 5.3073)
H (-1.0663, 5.0651, 2.9536)
H (0.0809, 3.8472, 1.1488)
H (1.8422, 1.2214, 4.0447)
H (0.6888, 2.4474, 5.8487)
H (3.0981, 4.2167, 1.8594)
H (4.1274, 6.1868, 0.8067)
H (4.4005, 6.2843, -1.6483)
H (3.6695, 4.3824, -3.0481)
H (2.7192, 2.3688, -1.9911)
H (4.4566, 2.5729, 2.5958)
H (6.2704, 1.6410, 3.9684)
H (6.5531, -0.8038, 4.1631)
H (5.0090, -2.3237, 2.9699)
H (3.1649, -1.3969, 1.6161)

Summary:
2S+1: 1
Total charge: +1
Frontier orbital gap (spin up / spin down): 6.32 / 6.01 eV
HOMO level (spin up / spin down): -9.907 / -10.328 eV

***

C39H42AsF6N8O7S4Y as an isolated structure, computed with ωB97M-V/def2-TZVPD.

Element x y z (Å)
Y (0.6330, -0.1834, 0.1182)
N (-1.8079, -0.7554, -0.0794)
C (-2.3823, -1.3726, 1.0891)
C (-3.7569, -1.3528, 1.3072)
C (-4.2788, -1.9691, 2.4379)
C (-3.4335, -2.6238, 3.3163)
C (-2.0370, -2.6458, 3.1190)
C (-1.1413, -3.2857, 4.0042)
C (0.2251, -3.2523, 3.6985)
C (0.6716, -2.5392, 2.6183)
N (-0.1337, -1.8169, 1.7789)
C (-1.4944, -1.9602, 1.9892)
H (-1.6429, -1.4772, -0.7778)
H (-2.4872, -0.1323, -0.4960)
H (-4.4102, -0.8839, 0.5772)
H (-5.3481, -1.9588, 2.6143)
H (-3.8365, -3.1262, 4.1891)
H (-1.5212, -3.8159, 4.8686)
H (0.9503, -3.7765, 4.3080)
H (1.7245, -2.5416, 2.4021)
F (5.1975, -0.0265, -0.0508)
C (5.2484, -1.3568, 0.0208)
F (6.4114, -1.7026, 0.5747)
F (5.1834, -1.8663, -1.2018)
S (3.8610, -2.0135, 1.0425)
O (2.6553, -1.6736, 0.3198)
O (4.1762, -3.3894, 1.2202)
N (4.0239, -1.2193, 2.3988)
S (3.1084, -0.0433, 2.8660)
O (2.2473, 0.5109, 1.8260)
O (2.5365, -0.2449, 4.1562)
C (4.3290, 1.3056, 3.1576)
F (5.1919, 0.9390, 4.1002)
F (5.0027, 1.6201, 2.0547)
F (3.6652, 2.3894, 3.5778)
N (5.4126, 0.5780, -6.1410)
C (4.6807, 0.4405, -5.2627)
C (3.7695, 0.2797, -4.1641)
C (2.6802, -0.5857, -4.2647)
C (1.8069, -0.7232, -3.1956)
C (1.9429, -0.0151, -1.9874)
C (3.0669, 0.8280, -1.9386)
C (3.9670, 0.9875, -2.9809)
H (2.5276, -1.1510, -5.1767)
H (0.9788, -1.4140, -3.3187)
H (3.2763, 1.3935, -1.0320)
H (4.8204, 1.6490, -2.8859)
C (-1.5305, 0.5426, 3.7552)
C (-2.1369, 1.5242, 4.7946)
N (-1.9230, 2.9179, 4.3856)
C (-2.5032, 3.1164, 3.0566)
C (-1.8619, 2.1442, 2.0314)
N (-0.8532, 1.2993, 2.6849)
C (0.1727, 2.1412, 3.3250)
C (-0.4809, 3.1526, 4.2991)
H (-2.3173, -0.0594, 3.3039)
H (-0.8039, -0.1379, 4.2030)
H (-1.6888, 1.3893, 5.7813)
H (-3.2121, 1.3606, 4.8961)
H (-2.3353, 4.1584, 2.7693)
H (-3.5825, 2.9616, 3.1277)
H (-1.3846, 2.6777, 1.2111)
H (-2.6132, 1.4731, 1.6046)
H (0.7492, 2.6443, 2.5511)
H (0.8527, 1.4759, 3.8519)
H (-0.3234, 4.1849, 3.9734)
H (-0.0581, 3.0576, 5.3017)
O (-0.6491, 1.6064, -0.9948)
N (-1.4876, 1.6178, -2.0039)
C (-2.7565, 2.0107, -1.7871)
C (-3.6649, 2.0400, -2.8197)
C (-3.2638, 1.6729, -4.0952)
C (-1.9502, 1.2932, -4.2936)
C (-1.0738, 1.2601, -3.2297)
H (-2.9734, 2.2737, -0.7617)
H (-4.6824, 2.3375, -2.6115)
H (-3.9688, 1.6599, -4.9142)
H (-1.5987, 0.9575, -5.2580)
H (-0.0453, 0.9362, -3.2882)
O (-3.7774, -1.6835, -3.7325)
S (-2.4630, -2.1417, -4.1101)
O (-1.9592, -1.6732, -5.3784)
N (-1.3891, -1.8494, -2.9157)
C (-0.8799, -2.9698, -2.4154)
S (0.2050, -3.0453, -1.1442)
C (-1.4204, -4.2117, -3.0589)
C (-1.1150, -5.5324, -2.7762)
C (-1.7643, -6.5236, -3.4994)
C (-2.6990, -6.2017, -4.4818)
C (-3.0069, -4.8770, -4.7637)
C (-2.3503, -3.9068, -4.0338)
H (-0.3918, -5.7613, -2.0046)
H (-1.5451, -7.5643, -3.2956)
H (-3.1930, -6.9939, -5.0301)
H (-3.7324, -4.6152, -5.5235)
C (0.3015, 4.6481, 0.5823)
As (1.4250, 3.1458, -0.0157)
C (1.4335, 3.6803, -1.9069)
C (3.1231, 3.9447, 0.5572)
H (0.7279, 5.5797, 0.2103)
H (0.2380, 4.6889, 1.6686)
H (-0.7028, 4.5294, 0.1748)
H (2.3016, 4.3009, -2.1275)
H (0.5262, 4.2479, -2.1144)
H (1.4598, 2.7971, -2.5399)
H (3.2737, 4.9169, 0.0868)
H (3.9537, 3.2870, 0.3009)
H (3.1088, 4.0675, 1.6410)

Summary:
2S+1: 2
Total charge: -1
Frontier orbital gap (spin up / spin down): 4.16 / 7.02 eV
Expectation value of S²: 0.77
HOMO level (spin up / spin down): -2.435 / -5.295 eV

***

C39H42N5O2S3Tc as an isolated structure, computed with ωB97M-V/def2-TZVPD.

Element x y z (Å)
Tc (-0.0664, 0.0145, -0.4568)
C (-4.6112, 2.9446, -1.2466)
C (-3.9946, 1.8355, -2.1056)
C (-4.9705, 1.3924, -3.1995)
C (-2.6630, 2.2625, -2.7021)
C (-2.6281, 3.4545, -3.4198)
C (-1.4448, 3.9783, -3.8987)
C (-0.2533, 3.3175, -3.6520)
C (-0.2351, 2.1106, -2.9686)
C (1.1046, 1.4098, -2.8141)
C (2.2765, 2.3488, -2.5226)
C (1.3611, 0.5481, -4.0463)
C (-1.4567, 1.5626, -2.5417)
N (-1.4156, 0.3607, -1.7630)
C (-2.3757, -0.6731, -1.8278)
O (-2.9554, -1.0508, -2.8017)
C (-2.6065, -1.2139, -0.4235)
C (-3.7053, -1.8819, 0.0767)
C (-3.8181, -2.0000, 1.4614)
C (-2.8874, -1.4124, 2.3170)
C (-1.8013, -0.7845, 1.7443)
N (-1.6822, -0.7740, 0.4240)
C (-0.7441, 0.0941, 2.3750)
O (-0.6784, 0.3593, 3.5394)
N (0.0654, 0.6093, 1.3597)
C (1.0147, 1.6667, 1.4742)
C (2.3754, 1.3263, 1.6059)
C (3.3040, 2.3581, 1.5760)
C (2.8981, 3.6766, 1.4468)
C (1.5510, 3.9930, 1.3524)
C (0.5799, 3.0007, 1.3513)
C (-0.8873, 3.3830, 1.2870)
C (-1.3333, 3.9515, 2.6394)
C (-1.1806, 4.3660, 0.1507)
C (2.8260, -0.0927, 1.8898)
C (3.9559, -0.5446, 0.9668)
C (3.2299, -0.2057, 3.3644)
H (-5.5257, 2.5809, -0.7751)
H (-4.8780, 3.8165, -1.8447)
H (-3.9248, 3.2700, -0.4626)
H (-3.8343, 0.9959, -1.4295)
H (-5.2052, 2.2336, -3.8554)
H (-5.9061, 1.0467, -2.7558)
H (-4.5558, 0.5904, -3.8073)
H (-3.5508, 3.9971, -3.5820)
H (-1.4423, 4.9147, -4.4404)
H (0.6730, 3.7524, -4.0024)
H (1.1386, 0.7432, -1.9011)
H (2.4917, 2.9862, -3.3796)
H (3.1729, 1.7601, -2.3247)
H (2.0755, 2.9824, -1.6556)
H (1.3942, 1.2073, -4.9162)
H (0.5584, -0.1743, -4.2104)
H (2.3190, 0.0346, -3.9866)
H (-4.4613, -2.2627, -0.5967)
H (-4.6737, -2.5119, 1.8812)
H (-3.0077, -1.4179, 3.3916)
H (4.3582, 2.1295, 1.6760)
H (3.6372, 4.4677, 1.4332)
H (1.2534, 5.0313, 1.2769)
H (-1.4770, 2.4806, 1.1002)
H (-0.7929, 4.8733, 2.8643)
H (-1.1462, 3.2432, 3.4473)
H (-2.3997, 4.1831, 2.6206)
H (-0.6231, 5.2956, 0.2759)
H (-2.2401, 4.6269, 0.1478)
H (-0.9261, 3.9484, -0.8261)
H (1.9833, -0.7642, 1.7281)
H (4.8795, 0.0051, 1.1556)
H (3.6931, -0.4083, -0.0853)
H (4.1695, -1.6026, 1.1296)
H (4.0829, 0.4405, 3.5806)
H (3.5143, -1.2324, 3.6014)
H (2.4080, 0.0851, 4.0204)
S (3.8621, -2.6040, -5.4112)
C (2.7527, -2.6172, -4.2126)
S (3.1455, -2.2302, -2.5417)
C (1.4569, -2.2924, -2.1530)
N (0.6885, -2.6237, -3.1191)
N (1.3971, -2.8330, -4.2586)
C (0.6278, -3.1608, -5.4280)
C (1.0878, -4.1147, -6.3216)
C (0.3148, -4.4240, -7.4303)
C (-0.9044, -3.7953, -7.6361)
C (-1.3621, -2.8580, -6.7204)
C (-0.5986, -2.5360, -5.6100)
S (0.7827, -2.0431, -0.5498)
H (2.0335, -4.6075, -6.1571)
H (0.6699, -5.1667, -8.1324)
H (-1.5014, -4.0417, -8.5042)
H (-2.3188, -2.3737, -6.8656)
H (-0.9682, -1.8265, -4.8800)

Summary:
2S+1: 2
Total charge: +1
Frontier orbital gap (spin up / spin down): 5.94 / 5.26 eV
Expectation value of S²: 0.76
HOMO level (spin up / spin down): -10.438 / -10.440 eV

***

Listing relative energy (zero: lowest compared OMol25 entry of this formula, charge and spin) for the structures above in their given order: 36.1 0.0 128.4 12.2 0.0 kcal per mole.